DFT (ωB97M-V/def2-TZVPD) results for a structure of composition C43H41BrF5N8OS4TeY.

Computed properties:
Total charge: +2
Energy relative to the best compared isomer or geometry (same formula, charge and spin), eV: 4.358

XYZ file:
```
105
Properties=species:S:1:pos:R:3:forces:R:3
Y 0.89726 1.89148 1.56628 -1.06 -0.93 1.32
N -0.35424 1.41458 -0.11692 -1.96 -1.19 -1.17
S -1.38424 0.38278 -0.31262 0.34 0.48 -0.17
N -0.95544 -0.89322 -1.26852 -0.11 -0.37 -0.36
S -0.29694 -2.23122 -0.82662 0.00 0.27 0.03
N 0.86146 -2.25592 0.20988 0.30 -0.20 0.20
S 2.05576 -1.11302 0.28818 -0.38 -0.11 0.19
N 1.69026 0.05128 1.10158 1.73 -2.62 -1.37
C 2.50896 -0.85392 -1.44042 0.19 0.00 0.53
C 1.97576 0.21518 -2.13652 -0.17 0.21 0.22
C 2.31946 0.38108 -3.46952 0.02 -0.06 0.09
C 3.18616 -0.51322 -4.07952 -0.04 0.09 -0.03
C 3.71066 -1.58102 -3.36852 -0.05 -0.03 0.06
C 3.36856 -1.75712 -2.03822 0.17 -0.14 -0.08
C 3.45626 -1.99012 1.00188 -0.36 -0.16 -0.37
C 4.50836 -1.17792 1.39688 -0.13 0.20 -0.08
C 5.62876 -1.75102 1.97238 -0.09 -0.02 -0.05
C 5.68926 -3.12602 2.14358 -0.04 -0.02 0.00
C 4.63856 -3.93082 1.73038 -0.04 -0.02 0.01
C 3.51136 -3.36342 1.15368 -0.17 -0.11 -0.06
C 0.28966 -2.98902 -2.33792 -0.29 0.19 0.02
C 0.15596 -2.36582 -3.56352 -0.18 0.18 0.11
C 0.71076 -2.96752 -4.68152 0.04 -0.07 0.03
C 1.38466 -4.17322 -4.56082 -0.06 0.07 -0.03
C 1.49786 -4.79432 -3.32522 -0.02 0.05 0.10
C 0.94786 -4.20122 -2.20292 -0.02 -0.06 0.15
C -1.50704 -3.36432 -0.13382 0.40 0.00 0.08
C -2.67514 -3.60192 -0.83982 0.03 0.14 -0.20
C -3.60464 -4.48762 -0.32112 0.06 0.08 -0.05
C -3.36214 -5.12142 0.88898 0.12 0.02 0.04
C -2.18754 -4.87482 1.58308 -0.06 -0.02 -0.05
C -1.24964 -3.99462 1.07028 0.24 0.08 0.02
C -2.84004 1.04478 -1.15562 0.20 -0.44 0.12
C -3.26474 0.61958 -2.39922 0.21 -0.20 0.05
C -4.40224 1.18708 -2.95492 0.06 0.02 -0.02
C -5.10844 2.15768 -2.26132 0.03 -0.06 -0.09
C -4.67304 2.57918 -1.01282 0.09 -0.07 0.02
C -3.53014 2.02708 -0.46032 0.18 0.07 0.17
C -2.09124 -0.45342 1.13508 -0.01 0.36 -0.37
C -3.42884 -0.80492 1.12058 -0.10 0.02 -0.04
C -3.95934 -1.50552 2.18928 0.06 -0.06 -0.02
C -3.15054 -1.86422 3.25468 0.03 0.01 0.00
C -1.80884 -1.51632 3.25658 0.06 0.14 -0.03
C -1.27064 -0.80302 2.19418 0.31 0.15 0.05
H 1.29286 0.88858 -1.63262 0.03 0.04 -0.09
H 1.91256 1.21068 -4.02682 -0.04 0.09 -0.06
H 3.45596 -0.37582 -5.11512 0.04 0.02 -0.11
H 4.38906 -2.27062 -3.84662 0.06 -0.07 -0.02
H 3.77566 -2.57922 -1.47052 0.09 -0.10 0.01
H 4.43046 -0.11042 1.26378 0.09 0.10 0.04
H 6.44876 -1.12602 2.28798 0.07 0.08 0.03
H 6.55506 -3.57452 2.60628 0.09 -0.03 0.00
H 4.69806 -5.00122 1.86148 -0.04 -0.05 0.00
H 2.67856 -3.97162 0.83518 -0.06 -0.11 -0.02
H -0.36014 -1.42112 -3.61922 -0.03 0.12 -0.10
H 0.62586 -2.48982 -5.64472 -0.03 0.06 -0.09
H 1.82526 -4.63152 -5.43332 0.01 -0.05 -0.07
H 2.02276 -5.73212 -3.23712 0.02 -0.11 0.04
H 1.02706 -4.65902 -1.22902 0.08 -0.15 0.10
H -2.84474 -3.09882 -1.77902 -0.12 0.04 -0.17
H -4.51744 -4.68812 -0.85822 -0.09 0.01 -0.11
H -4.08634 -5.81512 1.28808 -0.07 -0.05 0.02
H -1.99744 -5.37022 2.52238 0.03 -0.05 0.09
H -0.32414 -3.78292 1.58208 0.04 -0.05 0.13
H -2.70544 -0.14682 -2.91042 -0.02 -0.13 -0.15
H -4.73524 0.85828 -3.92662 -0.06 -0.01 -0.10
H -6.00194 2.58018 -2.69502 -0.08 0.04 -0.02
H -5.23024 3.32008 -0.46112 -0.04 0.10 0.05
H -3.17194 2.33788 0.50948 0.01 0.11 0.21
H -4.04844 -0.52682 0.28438 -0.17 -0.04 -0.06
H -5.00084 -1.77742 2.18258 -0.19 -0.04 0.01
H -3.56554 -2.42602 4.07648 -0.04 -0.04 0.12
H -1.17364 -1.81382 4.07808 0.07 -0.02 0.07
H -0.20664 -0.57322 2.16568 -0.15 -0.13 0.05
N 0.27596 1.66798 4.09268 -0.13 0.17 0.14
N 1.23866 1.20668 5.02258 -0.14 -0.04 0.56
C 2.57096 1.28028 4.76608 -0.03 0.06 -0.46
N 3.39766 1.06308 5.79358 -0.19 -0.08 0.19
S 3.20446 1.57298 3.24668 0.31 0.05 0.22
H 0.05346 2.66078 4.28108 -0.02 -0.29 -0.08
H -0.59254 1.13998 4.23828 0.44 0.14 -0.04
H 0.96456 1.23268 6.00258 -0.04 0.08 -0.31
H 3.08626 0.85388 6.72878 -0.01 0.03 -0.05
H 4.38636 1.09748 5.61218 -0.03 0.00 0.03
C -2.71454 6.14148 -2.19972 -0.17 -0.01 0.05
C -1.40854 5.57628 -1.77072 0.59 -0.14 0.12
C -0.21774 5.88388 -2.42862 -0.24 -0.21 0.38
C 0.96276 5.26578 -2.04822 0.20 -0.37 0.30
C 0.93766 4.46508 -0.92252 0.29 0.11 -0.53
Br 2.49196 3.49518 -0.40002 0.28 0.33 -0.84
N -0.15364 4.30168 -0.17852 0.44 0.04 -0.18
C -1.30924 4.78238 -0.63302 -0.65 0.16 -0.50
H -2.56894 6.89768 -2.96332 -0.07 0.06 -0.09
H -3.22654 6.59158 -1.35482 -0.11 0.10 0.08
H -3.35304 5.35538 -2.59652 -0.11 -0.04 -0.10
H -0.21234 6.61078 -3.22622 -0.01 -0.03 -0.19
H 1.88616 5.43008 -2.58212 0.04 -0.05 -0.02
H -2.17934 4.55618 -0.03222 0.07 0.13 0.03
F -1.17564 3.05268 1.85788 1.19 0.61 -0.24
Te 0.07576 4.81038 2.02178 -3.79 5.34 3.54
F 0.71596 6.30988 0.91948 -0.16 -1.47 0.51
F -0.78564 4.36478 3.75978 0.78 -0.19 -0.94
F 0.72206 6.10068 3.27898 -0.18 -0.76 -0.87
F -1.59464 5.73048 1.81358 1.22 -0.86 -0.11
O 1.46586 3.73768 2.25318 1.17 1.69 0.62
```
Forces are in eV/Å.

Atomic partial charges in e from the Löwdin method, atoms 1 to 2:
1. Y 0.95
2. N -0.39



DFT (ωB97M-V/def2-TZVPD) results for a structure of composition C43H41CrN3O4P2.

Computed properties:
Total charge: 0
DFT total energy, hartree: -3855.657995
Spin multiplicity: 5

XYZ file:
```
94
Properties=species:S:1:pos:R:3:forces:R:3
Cr -0.30020 -0.41000 0.35050 -0.47 -2.12 -1.10
N 1.71370 1.71820 -0.00550 0.10 -0.09 -0.34
P 2.30900 0.13070 0.27050 0.70 1.02 0.55
C 4.07290 0.55170 -0.09350 0.10 -0.87 -0.31
C 4.41300 0.85630 -1.41440 -0.26 0.11 0.17
C 5.72790 1.07970 -1.77030 0.18 0.11 -0.11
C 6.73490 0.97940 -0.82070 -0.07 -0.06 0.02
C 6.41170 0.61490 0.47610 0.28 0.09 -0.07
C 5.09720 0.38840 0.83730 -0.34 0.17 0.03
C 2.42450 0.01660 2.10120 0.13 0.00 -0.05
C 2.73420 -1.23000 2.64570 -0.12 0.21 -0.29
C 2.79270 -1.40080 4.01350 0.09 -0.09 0.21
C 2.57990 -0.31950 4.85450 -0.04 -0.01 0.02
C 2.29310 0.92500 4.31810 0.03 0.05 0.12
C 2.20420 1.09780 2.94940 0.16 -0.12 -0.29
P 0.00070 1.84680 -0.08010 1.22 1.46 -0.66
C -0.10580 3.55370 0.53720 -0.30 -0.31 0.16
C -0.47900 3.78630 1.85320 -0.09 -0.04 -0.06
C -0.45360 5.07710 2.35410 0.03 0.10 0.09
C -0.06420 6.13040 1.54310 0.00 0.07 0.02
C 0.32920 5.89510 0.23500 0.08 0.09 0.00
C 0.31730 4.60720 -0.26780 -0.01 -0.09 -0.06
C -0.37320 2.03420 -1.86150 -0.06 0.03 0.08
C 0.17500 1.12920 -2.76340 0.18 0.10 0.19
C -0.30420 1.06050 -4.05930 0.03 -0.05 -0.17
C -1.35060 1.87890 -4.45570 0.03 -0.07 -0.05
C -1.88470 2.79840 -3.56800 -0.05 0.10 -0.08
C -1.39240 2.88210 -2.28060 0.04 -0.01 0.01
H 2.35360 2.47110 -0.25180 -0.17 -0.22 0.17
H 3.62830 0.94070 -2.15790 0.01 -0.02 -0.07
H 5.97650 1.32680 -2.79280 -0.01 0.05 -0.06
H 7.76170 1.17690 -1.09370 0.06 -0.04 -0.02
H 7.19240 0.50650 1.21400 0.08 0.01 0.09
H 4.86130 0.11520 1.85570 0.03 -0.02 0.02
H 2.94520 -2.05750 1.97870 -0.07 -0.13 0.00
H 3.00540 -2.37350 4.43170 0.08 -0.10 0.03
H 2.63940 -0.44960 5.92520 -0.02 0.00 0.08
H 2.13220 1.76690 4.97330 -0.05 0.10 0.08
H 1.95430 2.06770 2.53800 -0.02 -0.02 -0.03
H -0.78340 2.94720 2.45970 -0.05 -0.07 0.15
H -0.72490 5.26640 3.38240 -0.09 -0.02 0.07
H -0.06610 7.14070 1.92700 0.03 0.05 0.06
H 0.65570 6.71690 -0.38710 -0.02 0.03 -0.06
H 0.62080 4.41790 -1.29020 0.01 0.04 0.00
H 0.96140 0.45660 -2.42870 -0.05 0.01 -0.11
H 0.12300 0.35600 -4.75870 0.01 -0.08 -0.02
H -1.76050 1.78920 -5.45120 0.02 0.03 -0.11
H -2.69820 3.44090 -3.87120 -0.08 0.05 -0.04
H -1.83270 3.56910 -1.57310 -0.08 0.04 -0.03
C -1.02950 -1.72210 3.07080 -0.12 0.35 0.22
C -0.60400 -0.49490 2.28500 -0.18 -0.18 0.64
O -0.70350 0.62100 2.77230 -0.28 0.27 0.72
H -1.45240 -1.42570 4.03020 0.00 0.01 0.14
H -0.17200 -2.37100 3.23770 0.08 -0.13 -0.06
H -1.78120 -2.26490 2.49710 0.04 -0.12 -0.06
O -2.20270 -2.48960 -1.79110 -0.11 -0.27 -0.13
C -2.69580 -1.41730 -1.44790 0.01 -0.35 -0.14
N -4.01630 -1.10160 -1.47990 -0.28 0.04 -0.22
C -4.27190 0.13440 -0.76610 -0.03 0.04 0.13
C -2.81610 0.60330 -0.56450 -0.33 0.23 0.20
O -2.48160 1.67540 -0.06810 -0.71 0.04 0.06
N -1.98260 -0.36120 -0.96280 0.84 0.01 0.23
C -5.05490 1.14640 -1.56430 -0.06 0.08 -0.13
C -5.11280 1.07330 -2.94900 0.03 -0.06 0.12
C -5.85520 1.99910 -3.65940 -0.05 0.07 -0.10
C -6.53970 3.00200 -2.99420 0.02 0.09 -0.06
C -6.44160 3.10600 -1.61680 -0.02 0.08 0.05
C -5.69770 2.18530 -0.90350 0.06 -0.03 -0.04
C -4.94660 -0.15020 0.57190 0.13 -0.03 0.21
C -4.36470 0.19740 1.78380 0.08 0.05 -0.07
C -5.01260 -0.07270 2.97790 -0.07 -0.08 0.13
C -6.24450 -0.70150 2.97780 0.04 0.01 0.09
C -6.82980 -1.05390 1.77330 -0.08 -0.08 -0.12
C -6.18750 -0.78050 0.57920 0.07 0.05 0.03
H -4.72400 -1.79730 -1.63540 0.06 -0.11 0.05
H -4.57780 0.28710 -3.46050 0.02 -0.07 -0.07
H -5.89990 1.93970 -4.73640 -0.03 -0.04 -0.12
H -7.13960 3.70750 -3.54830 -0.04 0.09 -0.07
H -6.94670 3.90380 -1.09240 -0.06 0.07 0.02
H -5.61010 2.26330 0.16950 -0.06 0.03 0.10
H -3.40950 0.69860 1.81180 0.09 0.06 -0.01
H -4.54560 0.21210 3.90950 0.05 0.01 0.07
H -6.74630 -0.92300 3.90800 -0.05 0.01 0.08
H -7.79370 -1.54060 1.76300 -0.08 -0.05 -0.01
H -6.66190 -1.04880 -0.35390 -0.09 0.00 -0.14
C 0.02870 -4.92510 0.31010 0.01 0.45 0.06
C 0.62580 -3.52240 0.33630 0.40 -0.34 0.26
O -0.35080 -2.53020 0.07560 -0.28 0.18 -0.46
H 0.81570 -5.66670 0.41700 0.08 -0.09 -0.01
H -0.49440 -5.09680 -0.62830 0.00 -0.07 -0.13
H -0.68310 -5.05220 1.12240 -0.07 0.00 0.06
H 1.45210 -3.43820 -0.38470 -0.14 0.03 0.10
H 1.01610 -3.29220 1.33150 0.07 -0.07 -0.12
H -0.86680 -2.75890 -0.74720 -0.10 0.37 0.27
```
Forces are in eV/Å.

Atomic partial charges in e from the Löwdin method, atoms 1 to 2:
1. Cr 0.48
2. N -0.38



DFT (ωB97M-V/def2-TZVPD) results for a structure of composition C43H41N5P2SSbSe4Ti.

Computed properties:
Total charge: -2
Spin multiplicity: 2
Energy relative to the best compared isomer or geometry (same formula, charge and spin), eV: 0.617

XYZ file:
```
98
Properties=species:S:1:pos:R:3:forces:R:3
Ti -0.98740 1.28779 0.40275 -0.28 -0.60 0.48
C -2.71961 1.35513 -5.20106 -0.02 0.03 0.01
C -1.45100 2.18029 -5.00883 -0.09 -0.06 0.02
N -0.56923 1.66623 -3.98716 0.03 0.15 -0.01
C -0.77508 1.90338 -2.65346 -0.08 -0.09 0.05
S 0.47289 1.30607 -1.57353 -0.14 -0.01 0.03
N -1.82500 2.55661 -2.27610 -0.13 0.14 0.00
N -1.79165 2.74527 -0.90041 0.12 0.19 -0.16
C -2.05435 3.96164 -0.47065 0.06 -0.04 0.06
C -2.70696 4.98333 -1.34400 0.02 0.04 -0.01
C -1.49672 4.23127 0.81048 0.05 0.01 -0.16
C -1.45079 5.51025 1.39676 -0.13 0.02 0.08
C -0.71963 5.72063 2.53098 -0.01 0.02 -0.02
C -0.03777 4.63364 3.10653 0.02 -0.05 0.02
C -0.13638 3.40361 2.51561 -0.09 0.11 -0.06
N -0.82037 3.17072 1.36883 0.06 0.12 0.18
H -3.35243 1.78944 -5.98129 0.02 0.00 0.01
H -2.48481 0.32533 -5.47911 0.01 0.03 0.00
H -3.28067 1.33591 -4.26617 0.02 0.02 -0.03
H -0.88461 2.24331 -5.94211 0.00 -0.04 -0.01
H -1.72485 3.19738 -4.72018 0.02 -0.01 -0.01
H 0.09310 0.94478 -4.20613 0.04 -0.03 -0.02
H -2.03175 5.30465 -2.14100 0.02 0.01 0.00
H -3.58038 4.54494 -1.82627 0.00 -0.01 -0.01
H -3.02032 5.85446 -0.77211 -0.01 -0.02 -0.01
H -2.00055 6.32199 0.94023 0.02 -0.03 0.02
H -0.68043 6.70381 2.98492 0.00 -0.02 -0.01
H 0.52856 4.73680 4.02243 -0.01 0.00 -0.02
H 0.33505 2.53075 2.93904 0.06 -0.06 0.07
Se -4.25613 -0.77223 3.33324 -0.04 -0.07 -0.02
Sb -3.15293 1.10574 2.37044 0.04 0.11 -0.01
Se -2.67658 -0.47890 -0.57451 -0.03 0.15 -0.22
Se -0.04097 0.04370 2.13705 0.10 0.21 -0.41
Se -3.65547 3.12283 3.57516 -0.02 0.07 0.09
C 3.30755 -2.33072 1.91632 0.00 -0.07 0.09
N 3.14160 -2.19652 0.45960 -0.24 0.07 -0.10
P 1.89231 -3.31295 -0.09085 0.12 0.06 -0.01
C 2.85928 -4.88383 -0.17586 0.14 0.07 0.06
C 4.23993 -4.96265 -0.00891 -0.06 0.00 0.03
C 4.89449 -6.18661 -0.06831 0.00 -0.01 0.00
C 4.17620 -7.35199 -0.29869 0.03 0.01 0.00
C 2.79763 -7.28700 -0.45677 -0.03 0.03 0.00
C 2.14674 -6.06426 -0.38266 -0.04 -0.03 -0.01
C 1.82787 -2.94998 -1.89791 -0.04 -0.05 -0.08
C 2.83380 -3.37051 -2.77370 -0.05 0.07 0.08
C 2.74845 -3.13821 -4.13375 0.09 -0.03 0.03
C 1.63355 -2.48041 -4.63909 -0.12 0.06 -0.07
C 0.62549 -2.06310 -3.79227 0.06 -0.02 -0.01
C 0.68990 -2.29317 -2.40993 0.12 0.05 -0.05
P 2.87525 -0.58320 -0.20004 0.11 -0.14 0.01
C 3.75100 0.47746 1.02059 -0.02 0.20 -0.05
C 5.04923 0.25899 1.48674 0.05 0.10 -0.10
C 5.64641 1.15528 2.35712 -0.02 -0.01 -0.02
C 4.95483 2.29361 2.76377 0.02 0.01 0.03
C 3.66935 2.52389 2.30491 -0.02 -0.01 0.02
C 3.06497 1.61409 1.44241 0.13 -0.02 0.00
C 4.15371 -0.49995 -1.53171 0.11 -0.15 0.11
C 5.29054 -1.30213 -1.60131 -0.06 0.00 -0.04
C 6.18120 -1.17971 -2.65755 0.00 0.00 -0.01
C 5.94389 -0.24890 -3.66352 0.02 -0.02 0.03
C 4.81303 0.55250 -3.60301 0.02 0.00 -0.01
C 3.92149 0.42426 -2.54572 -0.11 0.09 -0.06
H 4.19127 -2.93735 2.14354 -0.01 0.01 0.04
H 2.43477 -2.81216 2.36888 -0.02 -0.02 -0.01
H 3.41744 -1.36061 2.39969 -0.05 -0.19 0.00
H 4.79357 -4.04815 0.16501 0.02 0.01 -0.01
H 5.96975 -6.22931 0.06325 -0.01 0.00 0.00
H 4.68515 -8.30748 -0.34678 0.00 0.01 0.00
H 2.22712 -8.19239 -0.62843 0.01 0.02 0.00
H 1.06664 -6.02139 -0.48707 0.02 0.01 0.00
H 3.70130 -3.87989 -2.37402 0.02 0.00 -0.02
H 3.55057 -3.44935 -4.79264 -0.01 -0.01 0.02
H 1.55616 -2.28130 -5.70269 0.01 0.00 0.01
H -0.23422 -1.53159 -4.18338 0.02 -0.01 -0.01
H 0.06226 -1.30443 -0.60592 0.02 -0.02 0.10
H 5.59712 -0.61776 1.15962 -0.01 0.00 0.00
H 6.65240 0.97294 2.71732 0.00 0.00 0.00
H 5.42267 2.99601 3.44453 0.00 -0.01 -0.01
H 3.11746 3.39988 2.62508 0.01 0.00 -0.01
H 2.04477 1.77082 1.11475 0.06 0.01 -0.03
H 5.45274 -2.04694 -0.83179 0.01 -0.03 0.02
H 7.05717 -1.81797 -2.70404 -0.01 0.01 0.00
H 6.63355 -0.15712 -4.49481 0.00 -0.01 0.01
H 4.61362 1.27197 -4.38890 0.00 -0.01 0.01
H 3.01744 1.02902 -2.51221 0.12 -0.06 -0.01
C -0.32868 -1.73149 -1.51968 -0.07 -0.09 -0.02
C -1.64399 -1.56634 -1.74786 0.15 -0.14 0.21
C -2.38327 -2.26536 -2.82400 -0.12 -0.05 -0.09
C -3.43438 -1.64222 -3.49954 0.08 -0.06 -0.02
C -4.12585 -2.30144 -4.50610 0.01 0.03 0.02
C -3.79768 -3.60679 -4.84469 -0.02 -0.02 -0.03
C -2.77841 -4.25258 -4.15546 0.02 0.01 0.02
C -2.08421 -3.59211 -3.15364 -0.09 0.04 0.00
H -3.69694 -0.63273 -3.21351 -0.01 -0.02 0.01
H -4.93130 -1.79057 -5.02148 0.00 -0.01 -0.01
H -4.34316 -4.12384 -5.62671 0.01 0.01 0.02
H -2.52826 -5.28081 -4.39120 0.00 0.01 0.00
H -1.30654 -4.10677 -2.60441 0.02 0.01 0.01
```
Forces are in eV/Å.

Atomic partial charges in e from the Löwdin method, atoms 1 to 2:
1. Ti -0.10
2. C -0.10



| no. | maximum force (eV/Å) |
| --- | --- |
| 1 | 7.45 |
| 2 | 2.44 |
| 3 | 0.82 |